# 1
45
Properties=species:S:1:pos:R:3:forces:R:3:mulliken_charge:R:1 method="wB97M-V/def2-TZVPD" e_tot_ev=-42934.6450 smiles="Cn1c(SCC(=O)NNC(=O)Cc2ccccc2)nc2ccccc2c1=O" charge=0 homo_ha=-0.303
C -2.19552 -3.05078 -1.37385 -0.09 -0.31 -0.33 -1.317
N -1.58161 -2.18907 -0.39046 0.21 -0.10 0.06 0.129
C -2.26388 -1.14655 0.13229 -0.05 0.70 0.64 0.051
S -3.94562 -0.93253 -0.34251 -0.43 -0.07 -0.24 -0.173
C -4.30936 0.54034 0.66108 0.25 -0.38 0.07 -0.569
C -3.19643 1.57742 0.59506 -0.30 0.40 -0.14 0.401
O -2.89516 2.28733 1.52543 0.08 0.21 0.17 -0.665
N -2.73749 1.79306 -0.67933 0.17 0.04 -0.78 -0.259
N -1.46554 2.35038 -0.85916 -0.50 0.06 0.58 -0.235
C -0.53182 1.57426 -1.47534 -0.17 0.41 0.10 0.560
O -0.84754 0.51273 -1.97819 0.08 -0.29 -0.21 -0.672
C 0.83574 2.21107 -1.58477 0.05 -0.26 -0.01 -1.072
C 1.93646 1.28509 -1.12978 -0.01 0.08 0.04 0.709
C 2.82640 1.68674 -0.14402 0.00 0.02 -0.07 -0.297
C 3.87655 0.86590 0.22808 0.15 0.00 -0.05 -0.693
C 4.03556 -0.37216 -0.36862 0.13 0.05 -0.02 -0.511
C 3.13493 -0.79035 -1.33334 0.08 0.00 -0.06 -0.612
C 2.09615 0.03709 -1.71848 0.02 -0.08 -0.06 -0.180
N -1.79912 -0.27806 0.95544 -0.37 -0.49 -0.09 -0.237
C -0.50624 -0.40205 1.37910 0.53 -0.46 -0.11 0.197
C 0.01375 0.53758 2.27350 0.06 -0.02 0.04 -0.400
C 1.29755 0.38364 2.74266 -0.13 0.02 0.02 -0.721
C 2.08049 -0.69636 2.33664 0.00 -0.19 0.02 -0.566
C 1.58665 -1.61216 1.43636 -0.07 -0.05 0.04 -0.627
C 0.28976 -1.47247 0.94012 0.00 0.41 0.31 0.522
C -0.24241 -2.42125 -0.02915 -0.06 0.00 0.00 0.563
O 0.36601 -3.35370 -0.50788 0.19 -0.10 -0.05 -0.710
H -3.10678 -3.49572 -0.97175 0.04 -0.04 -0.02 0.396
H -1.47373 -3.82956 -1.61669 -0.15 0.09 0.02 0.390
H -2.43696 -2.47919 -2.27099 0.02 -0.03 -0.02 0.390
H -4.45042 0.24180 1.69898 0.07 0.17 -0.07 0.368
H -5.23862 0.95024 0.26423 0.01 -0.02 -0.01 0.400
H -2.87760 1.05649 -1.36972 0.05 0.17 0.26 0.454
H -1.24129 3.06185 -0.17719 0.04 -0.06 -0.15 0.322
H 0.86447 3.14424 -1.02192 0.02 0.02 -0.06 0.447
H 0.98832 2.43870 -2.64463 -0.09 0.10 0.07 0.294
H 2.70797 2.65258 0.32707 -0.03 0.10 0.04 0.323
H 4.57229 1.19784 0.98481 0.06 0.02 0.08 0.417
H 4.85673 -1.01124 -0.07963 0.07 -0.07 0.04 0.403
H 3.24232 -1.76126 -1.79259 0.00 -0.10 -0.04 0.418
H 1.39734 -0.28701 -2.47374 -0.06 -0.03 -0.07 0.383
H -0.61879 1.35451 2.58389 -0.09 0.09 0.04 0.557
H 1.70189 1.10207 3.44048 0.03 0.07 0.07 0.425
H 3.07904 -0.81058 2.72941 0.10 -0.01 0.00 0.479
H 2.17558 -2.45093 1.09908 0.08 -0.05 -0.03 0.520

***

# 2
9
Properties=species:S:1:pos:R:3:forces:R:3:mulliken_charge:R:1 method="wB97M-V/def2-TZVPD" e_tot_ev=-8744.5198 smiles="O=c1[nH]cco1" charge=0 homo_ha=-0.330
O 2.22374 -0.81877 0.83004 -0.40 -0.02 -0.11 -0.551
C 1.09460 -0.48572 0.59384 0.31 0.01 -0.08 0.433
N 0.61492 0.77601 0.28729 0.14 -0.13 -0.23 -0.127
C -0.75878 0.68720 0.02981 -0.21 -0.27 0.02 -0.287
C -1.09999 -0.58745 0.23130 -0.13 0.22 0.00 -0.190
O 0.00864 -1.32940 0.57494 0.17 0.08 0.14 -0.299
H 1.24578 1.39548 -0.20175 -0.16 0.10 0.32 0.262
H -1.38263 1.54365 -0.17576 0.16 -0.13 -0.09 0.372
H -2.04107 -1.11320 0.20434 0.12 0.13 0.02 0.387

***

# 3
19
Properties=species:S:1:pos:R:3:forces:R:3:mulliken_charge:R:1 method="wB97M-V/def2-TZVPD" e_tot_ev=-8805.1477 charge=+1 homo_ha=-0.473
C 1.25170 1.82607 -0.26040 -2.77 -1.88 -2.03 -1.114
C 0.35249 0.91438 -0.83404 3.93 1.68 1.65 0.648
C -1.63714 -0.55104 -0.37961 -1.80 -0.43 0.16 -1.459
C -0.65597 0.43003 0.07123 -1.21 0.98 0.29 0.924
N 0.61540 0.22968 -2.01286 -2.07 -0.79 0.72 -0.437
N -0.86300 0.82388 1.31769 -2.60 -2.26 -2.61 -0.300
N 1.07912 -1.59897 1.20335 2.25 0.60 0.25 -0.741
H 2.00011 2.30805 -0.78742 1.61 0.28 -1.42 0.313
H 1.11811 2.33449 0.63392 -0.77 0.34 1.77 0.326
H -2.20442 -0.92343 0.51752 0.08 0.36 -1.18 0.411
H -0.96015 -1.35212 -0.57407 0.24 -1.18 -0.81 0.443
H -2.33635 -0.31574 -1.24732 1.21 -0.20 1.06 0.294
H -0.19089 -0.22779 -2.42066 0.24 0.04 0.00 0.183
H 1.23982 0.52911 -2.71922 0.72 0.81 -0.15 0.245
H -1.71440 0.30432 1.63764 1.52 1.30 0.79 0.269
H -0.13283 1.08678 1.88244 1.64 1.07 1.77 0.221
H 1.71302 -2.12153 0.55358 -0.41 0.94 0.70 0.265
H 1.69236 -1.23205 1.99977 -0.82 -0.59 -1.66 0.262
H 0.61496 -2.34939 1.64539 -0.99 -1.07 0.71 0.248

***

# 4
14
Properties=species:S:1:pos:R:3:forces:R:3:mulliken_charge:R:1 method="wB97M-V/def2-TZVPD" e_tot_ev=-8371.4016 smiles=C[C@@]1(CO)CO1 charge=0 homo_ha=-0.378
C -1.50118 -0.58325 0.22334 -0.02 -0.02 0.01 -1.400
C -0.16325 0.08359 0.02511 -0.06 -0.16 -0.13 1.285
C 1.04658 -0.83658 -0.12782 -0.24 -0.20 -0.13 -0.686
O 2.24422 -0.19095 0.21293 0.06 0.09 0.16 -0.522
C -0.08103 1.43546 -0.52103 -0.03 0.15 -0.21 -0.641
O 0.08861 1.20123 0.87948 0.00 0.05 0.25 -0.544
H -1.42551 -1.38635 0.96435 -0.01 0.11 -0.08 0.344
H -1.87443 -1.01567 -0.71104 0.09 0.04 0.10 0.286
H -2.22742 0.14955 0.58629 0.09 -0.09 -0.11 0.372
H 1.13934 -1.15645 -1.17130 -0.08 0.00 0.11 0.285
H 0.88570 -1.74154 0.47990 0.04 0.14 -0.01 0.318
H 2.04453 0.33389 1.00281 0.11 0.04 -0.17 0.341
H -0.99551 1.96514 -0.79103 0.15 -0.10 0.08 0.302
H 0.81937 1.74194 -1.05200 -0.09 -0.05 0.13 0.260

***

Result set for frontier orbital gap: 8.79; 9.76; 7.92; 11.22 eV, one per record in the order listed.
Result set for relative energy (zero: lowest compared OMol25 entry of this formula, charge and spin): 0.200; 0.611; 2.587; 1.880 eV, one per record in the order listed.